Entry 1:
An isolated molecule of C2H5NO3. Source: the Open Molecules 2025 dataset; level of theory: ωB97M-V with the def2-TZVPD basis set.

Output
Kohn-Sham gap = 0.3962 Eh
Energy above the lowest of the compared OMol25 structures with the same formula, charge and spin = 18.85 kcal/mol
Multiplicity = 1
E_HOMO = -10.02 eV

Last column: Löwdin charge in e.
Geometry (Å):
O (-1.507, -1.131, -0.231)  -0.01
O (-1.345, 1.209, 0.062)  -0.04
O (1.231, -1.330, 0.324)  0.07
N (1.491, 0.725, -0.408)  0.19
C (-0.755, -0.102, 0.434)  -0.31
C (0.768, -0.246, 0.110)  -0.54
H (2.466, 0.416, -0.548)  0.14
H (-0.698, -0.231, 1.545)  0.16
H (1.321, 1.704, -0.361)  0.11
H (-0.841, -1.774, -0.570)  0.11
H (-2.131, 0.761, -0.357)  0.11


Entry 2:
An isolated molecule of C2H5NO3. Source: the Open Molecules 2025 dataset; level of theory: ωB97M-V with the def2-TZVPD basis set.

Output
Kohn-Sham gap = 0.3990 Eh
Energy above the lowest of the compared OMol25 structures with the same formula, charge and spin = 94.33 kcal/mol
Multiplicity = 1
E_HOMO = -10.22 eV

Last column: Löwdin charge in e.
Geometry (Å):
O (2.066, -0.757, -0.198)  -0.06
O (-0.256, -0.555, -0.438)  -0.09
O (-0.213, 1.752, -0.205)  0.05
N (1.624, 0.602, 0.191)  0.07
C (0.378, 0.665, -0.067)  -0.63
C (-1.844, -0.454, 0.112)  0.06
H (-2.218, -1.488, 0.288)  0.07
H (2.536, -0.999, 0.661)  0.13
H (-1.833, 0.304, 1.000)  0.11
H (-2.433, -0.202, -0.802)  0.08
H (2.193, 1.133, -0.543)  0.20


Entry 3:
An isolated molecule of C2H5NO3. Source: the Open Molecules 2025 dataset; level of theory: ωB97M-V with the def2-TZVPD basis set.

Output
Kohn-Sham gap = 0.4061 Eh
Energy above the lowest of the compared OMol25 structures with the same formula, charge and spin = 76.88 kcal/mol
Multiplicity = 1
E_HOMO = -10.20 eV

Last column: Löwdin charge in e.
Geometry (Å):
O (0.168, 0.483, 0.568)  -0.07
O (-0.864, -0.460, 0.828)  -0.13
O (0.941, -0.707, -1.330)  0.13
N (2.288, 0.359, 0.215)  0.17
C (1.155, 0.005, -0.402)  -0.56
C (-1.982, -0.267, -0.010)  -0.08
H (1.982, 0.906, 1.069)  0.15
H (-1.729, -0.436, -1.061)  0.09
H (-2.415, 0.728, 0.121)  0.09
H (3.137, 0.423, -0.323)  0.12
H (-2.681, -1.033, 0.324)  0.10